No. 1
58
Properties=species:S:1:pos:R:3:forces:R:3 method="wB97M-V/def2-TZVPD" fmax_ha_per_bohr=0.0114 e_tot_ev=-37523.251 e_lumo_ha=0.0205 relative_energy_kj_mol=220.0 smiles="CCCCOc1ccc(C(=O)Nc2ccc(OCC(=O)N3CCOCC3)cc2)cc1"
C 2.983137 1.067707 5.032012 -0.1 0.0 0.2
C 1.759997 0.225998 5.374841 0.1 -0.1 -0.2
C 0.998773 -0.251981 4.137785 0.0 0.4 0.1
C 0.317502 0.882440 3.364464 -0.2 -0.5 0.2
O 1.210418 1.692202 2.627381 0.2 0.2 -0.2
C 1.795717 1.214027 1.502163 0.2 0.1 -0.2
C 2.787678 2.029985 0.949565 -0.2 0.0 0.2
C 3.443130 1.656349 -0.201031 -0.1 -0.2 -0.1
C 3.106702 0.472078 -0.853325 0.1 0.0 0.4
C 3.866296 0.064559 -2.065079 0.1 -0.1 0.0
O 5.076666 0.138624 -2.138963 0.1 0.1 0.1
N 3.143005 -0.466773 -3.096586 0.3 -0.3 -0.4
C 1.759721 -0.429643 -3.307800 -0.5 0.2 -0.1
C 1.129874 -1.512487 -3.918828 0.1 0.2 0.2
C -0.234619 -1.508598 -4.111084 -0.3 0.2 0.0
C -1.002885 -0.418231 -3.704288 0.3 -0.1 0.0
O -2.352373 -0.540004 -3.899702 0.1 -0.1 -0.1
C -3.201956 0.474962 -3.414425 -0.1 0.3 -0.1
C -3.067896 0.808205 -1.923645 0.0 -0.1 -0.2
O -3.118708 1.968150 -1.557032 -0.1 0.3 -0.1
N -2.874755 -0.210708 -1.063665 0.0 -0.1 0.3
C -3.000634 -1.628157 -1.321178 -0.3 -0.4 0.1
C -4.067172 -2.210895 -0.381906 0.2 0.0 -0.3
O -3.768751 -1.950914 0.968238 0.0 -0.1 0.1
C -3.687511 -0.563074 1.207110 0.2 0.3 -0.1
C -2.608318 0.077587 0.333562 -0.2 0.1 0.3
C -0.372464 0.684709 -3.141539 -0.3 0.0 -0.1
C 0.997220 0.676846 -2.951281 0.1 -0.2 -0.2
C 2.130699 -0.346312 -0.298301 0.3 0.1 -0.1
C 1.484189 0.012218 0.870078 -0.2 0.0 0.3
H 3.664403 0.507504 4.394529 0.1 0.0 -0.1
H 3.513692 1.347676 5.939220 0.1 0.0 0.0
H 2.691922 1.973547 4.508360 0.1 0.1 0.0
H 1.085215 0.803881 6.010676 0.0 0.0 0.1
H 2.077303 -0.652295 5.942293 -0.1 0.0 0.1
H 1.689884 -0.776874 3.475209 -0.1 -0.1 0.0
H 0.222702 -0.956199 4.446016 0.0 -0.1 -0.1
H -0.157523 1.574394 4.065738 0.0 -0.1 -0.1
H -0.462254 0.479380 2.704952 0.0 0.1 0.0
H 3.028648 2.952208 1.454043 0.0 0.1 0.1
H 4.221979 2.278667 -0.614780 0.1 0.1 0.0
H 3.702080 -0.901317 -3.820549 0.0 0.2 0.2
H 1.715484 -2.364196 -4.232201 0.1 -0.1 0.0
H -0.731604 -2.347233 -4.572410 -0.1 -0.1 -0.1
H -3.048602 1.414832 -3.960197 0.0 -0.1 0.2
H -4.218437 0.123037 -3.619169 0.1 0.1 0.0
H -3.279674 -1.818072 -2.354401 0.1 0.0 0.1
H -2.036145 -2.110097 -1.118027 -0.1 0.0 -0.1
H -4.109708 -3.296306 -0.483256 0.0 0.1 -0.1
H -5.049001 -1.782176 -0.637610 0.1 0.0 0.0
H -3.449815 -0.446984 2.265593 0.0 0.1 -0.1
H -4.657371 -0.087355 0.997922 0.1 0.0 0.0
H -2.592918 1.160322 0.461460 0.0 -0.1 0.0
H -1.628713 -0.342934 0.587679 0.0 0.0 0.0
H -0.928124 1.560608 -2.850643 -0.1 0.1 0.0
H 1.475122 1.542303 -2.520792 0.0 0.1 0.0
H 1.882980 -1.286823 -0.768762 -0.1 -0.1 -0.1
H 0.745793 -0.658369 1.281565 -0.1 0.0 0.1

***

No. 2
17
Properties=species:S:1:pos:R:3:forces:R:3 method="wB97M-V/def2-TZVPD" fmax_ha_per_bohr=0.0296 e_tot_ev=-13947.669 e_lumo_ha=0.0181 relative_energy_kj_mol=47.2 smiles="O=CNC=O.O.O.O"
O -1.605287 -0.651684 1.726400 0.2 -0.2 0.2
C -0.977929 0.357919 1.608649 -0.6 0.7 -0.6
N -1.539632 1.550679 1.078828 0.5 -1.4 0.3
C -2.823496 1.641596 0.535397 0.5 0.8 0.1
O -3.480720 0.741292 0.111198 -0.1 -0.1 0.1
H 0.073589 0.489217 1.903911 0.0 0.0 0.0
H -0.907925 2.331298 1.027583 -0.3 0.3 0.1
H -3.140061 2.702395 0.560200 -0.2 -0.1 -0.3
O 2.841572 0.189635 1.197694 -0.6 -0.1 0.5
H 2.692761 -0.030044 0.265316 0.4 0.2 -0.1
H 3.678848 0.635835 1.325883 0.1 0.0 -0.4
O 2.427277 -0.696086 -1.560604 0.3 -0.3 0.2
H 2.900012 -1.540563 -1.500544 -0.2 0.3 -0.1
H 1.517746 -0.938889 -1.773877 -0.3 -0.1 -0.1
O -0.308967 -1.999892 -2.282163 0.7 -0.3 -0.1
H -0.115856 -2.943180 -2.147694 -0.5 0.5 0.0
H -1.231936 -1.839536 -2.076182 -0.1 -0.2 0.2

***

No. 3
69
Properties=species:S:1:pos:R:3:forces:R:3 method="wB97M-V/def2-TZVPD" fmax_ha_per_bohr=0.0147 spin_multiplicity=5 e_tot_ev=-54770.048 e_lumo_ha="0.0100 / -0.0501" relative_energy_kj_mol=42.4 s2=6.0520
Ir 0.508439 -0.070313 0.840142 0.1 0.1 0.7
C -1.144881 -1.779179 -4.333209 0.1 0.0 0.0
C 0.261084 -1.847668 -4.255581 -0.1 0.0 0.0
C 0.887826 -1.773523 -2.988181 0.1 0.0 -0.1
C 0.171684 -1.720717 -1.843759 -0.1 0.0 0.2
C -1.328549 -1.883424 -1.819923 0.0 0.0 0.0
C -1.898478 -1.759560 -3.207214 0.0 0.0 0.0
N 0.814419 -1.537887 -0.587122 -0.3 0.3 0.0
N 1.878502 -2.307657 -0.433772 0.1 0.0 0.0
C 2.532451 -2.139342 0.731153 0.0 0.0 0.0
C 3.620348 -2.970853 1.062874 0.1 -0.1 0.0
C 4.273449 -2.772106 2.248512 0.0 0.0 0.0
C 3.861176 -1.750651 3.120892 0.0 0.0 0.0
C 2.792950 -0.972680 2.751482 0.0 -0.1 0.0
N 2.146737 -1.162536 1.592713 -0.1 0.1 -0.2
H -1.625047 -1.741426 -5.302998 0.0 0.0 0.0
H 0.857845 -1.897580 -5.155014 0.0 0.0 0.0
H 1.966559 -1.719139 -2.916496 0.0 0.0 0.0
H -2.746258 -0.991636 -0.793657 0.0 0.0 0.0
H -2.979986 -1.720325 -3.275718 0.0 0.0 0.0
H 3.904836 -3.745365 0.365544 0.0 0.0 0.0
H 5.110050 -3.405059 2.515122 0.0 0.0 0.0
H 4.362467 -1.573636 4.060546 0.0 0.0 0.0
H 2.413100 -0.168335 3.367471 0.0 0.0 0.0
O 0.676786 1.244288 2.500226 0.1 -0.2 -0.2
N -0.462109 1.444684 3.166547 0.0 0.1 0.0
C -0.632438 2.667984 3.706751 0.0 0.0 0.0
C -1.739105 2.957062 4.453391 0.0 0.0 0.0
C -2.701127 1.960280 4.634083 0.0 0.0 0.0
C -2.520674 0.733280 4.046364 0.0 0.0 0.0
C -1.383001 0.459534 3.272842 0.0 -0.1 -0.1
S -1.142119 -1.023752 2.431107 0.0 0.0 0.0
H 0.167749 3.358475 3.489785 0.0 0.0 0.0
H -1.850904 3.943607 4.876700 0.0 0.0 0.0
H -3.589390 2.156468 5.218952 0.0 0.0 0.0
H -3.254289 -0.053676 4.143974 0.0 0.0 0.0
C -3.220146 -3.231805 -0.742371 0.0 0.0 0.0
C -1.781657 -3.287336 -1.260852 0.0 0.0 0.0
C -0.883789 -3.912791 -0.198332 0.0 0.0 0.0
O -1.819000 -0.822810 -0.991899 0.0 -0.1 0.0
H -3.569940 -4.241263 -0.523416 0.0 0.0 0.0
H -3.916121 -2.797372 -1.464222 0.0 0.0 0.0
H -3.275614 -2.670077 0.194610 0.0 0.0 0.0
H -1.772774 -3.951334 -2.130709 0.1 0.0 0.0
H -0.864217 -3.311231 0.713055 0.0 0.0 0.0
H 0.139154 -4.038700 -0.546657 0.0 0.0 0.0
H -1.276503 -4.898398 0.061258 0.0 0.0 0.0
C 1.930195 1.194682 -2.345041 0.0 0.0 0.0
N 2.334357 2.481848 -1.819700 0.0 0.0 0.0
C 1.994681 3.554159 -2.735118 0.0 0.0 0.0
C 1.853477 2.704828 -0.457775 0.1 0.0 0.0
C 0.348138 2.756061 -0.274752 0.0 0.0 0.1
C -0.301809 3.971718 -0.492958 0.0 0.0 0.0
C -1.671202 4.105587 -0.335105 0.0 0.0 0.0
C -2.409381 3.000490 0.062843 0.0 0.0 0.0
C -1.773661 1.788781 0.295982 0.0 0.0 0.0
C -0.393219 1.638491 0.126628 0.0 -0.2 -0.3
H 2.389458 1.042979 -3.324153 0.0 0.0 0.0
H 0.840694 1.088161 -2.460456 0.0 0.0 0.0
H 2.277599 0.403273 -1.676607 0.0 0.0 0.0
H 2.515230 3.392723 -3.680561 0.0 0.0 0.0
H 2.327004 4.508864 -2.322778 0.0 0.0 0.0
H 0.917213 3.624761 -2.947556 0.0 0.0 0.0
H 2.289641 3.645566 -0.110179 0.0 0.0 0.0
H 2.272545 1.906868 0.165078 0.0 0.0 0.0
H 0.291801 4.833893 -0.777908 0.0 0.0 0.0
H -2.154088 5.058822 -0.508726 0.0 0.0 0.0
H -3.481376 3.078369 0.201659 0.0 0.0 0.0
H -2.366809 0.944527 0.622190 0.0 0.0 0.0